The following is a DFT calculation (the ωB97M-V functional and the def2-TZVPD basis) of C17H13Cl2N3O2 in the gas phase at a distorted geometry.

Results
- Strongest force on any atom: 0.0252 Eh/bohr
- Total charge: 0
- Kohn-Sham gap: 9.7 eV
- 2S+1: 1
- SMILES: Cc1onc(-c2c(Cl)cccc2Cl)c1C(=O)NCc1ccccn1
- LUMO: 0.7 eV

Last columns: bonded neighbours and bond lengths (Å).
Element x y z (Å)
1 C 2.852 -1.065 -2.511  C2 1.482, H35 1.090, H36 1.087, H37 1.088
2 C 2.202 0.042 -1.770  C1 1.482, C3 1.373, O6 1.341
3 C 1.440 0.073 -0.629  C2 1.373, C4 1.428, C18 1.479
4 C 1.155 1.462 -0.459  C3 1.428, N5 1.306, C7 1.461
5 N 1.697 2.159 -1.421  C4 1.306, O6 1.351
6 O 2.348 1.294 -2.229  C2 1.341, N5 1.351
7 C 0.354 2.041 0.618  C4 1.461, C8 1.395, C12 1.395
8 C -0.936 1.577 0.876  C7 1.395, C9 1.384, Cl17 1.726
9 C -1.692 2.084 1.918  C8 1.384, C10 1.384, H16 1.078
10 C -1.158 3.071 2.727  C9 1.384, C11 1.383, H15 1.079
11 C 0.117 3.556 2.494  C10 1.383, C12 1.386, H14 1.078
12 C 0.862 3.042 1.445  C7 1.395, C11 1.386, Cl13 1.718
13 Cl 2.452 3.636 1.177  C12 1.718
14 H 0.540 4.324 3.120  C11 1.078
15 H -1.740 3.466 3.545  C10 1.079
16 H -2.686 1.704 2.091  C9 1.078
17 Cl -1.633 0.369 -0.142  C8 1.726
18 C 1.018 -1.003 0.294  C3 1.479, O19 1.215, N20 1.358
19 O 0.969 -0.851 1.498  C18 1.215
20 N 0.737 -2.177 -0.328  C18 1.358, H21 1.011, C22 1.443
21 H 0.547 -2.170 -1.321  N20 1.011
22 C 0.039 -3.226 0.374  N20 1.443, C23 1.508, H33 1.098, H34 1.094
23 C -1.318 -3.460 -0.241  C22 1.508, N24 1.327, C28 1.391
24 N -1.463 -3.055 -1.496  C23 1.327, C25 1.322
25 C -2.631 -3.228 -2.090  N24 1.322, C26 1.385, H32 1.082
26 C -3.718 -3.820 -1.469  C25 1.385, C27 1.387, H31 1.078
27 C -3.566 -4.251 -0.159  C26 1.387, C28 1.384, H30 1.080
28 C -2.347 -4.070 0.469  C23 1.391, C27 1.384, H29 1.079
29 H -2.190 -4.385 1.489  C28 1.079
30 H -4.388 -4.717 0.365  C27 1.080
31 H -4.654 -3.938 -1.991  C26 1.078
32 H -2.690 -2.873 -3.110  C25 1.082
33 H 0.623 -4.156 0.328  C22 1.098
34 H -0.052 -2.926 1.422  C22 1.094
35 H 2.195 -1.430 -3.301  C1 1.090
36 H 3.077 -1.885 -1.834  C1 1.087
37 H 3.768 -0.704 -2.974  C1 1.088



The following is a DFT calculation (the ωB97M-V functional and the def2-TZVPD basis) of 2 unconnected molecules or ions with the total composition C5H12O3P2 at a distorted geometry.

Results
- Strongest force on any atom: 0.1975 Eh/bohr
- Total charge: 0
- Kohn-Sham gap: 7.1 eV
- ΔE to the lowest compared entry with this formula, charge and spin: 208.47 kcal/mol
- 2S+1: 1
- SMILES: C#C[PH2](C=C)P(O)O.CO
- LUMO: -0.7 eV

Last columns: bonded neighbours and bond lengths (Å).
Element x y z (Å)
1 C -0.698 -0.872 1.789  C2 1.427, H9 1.190
2 C -0.799 0.318 1.009  C1 1.427, P3 1.945
3 P -0.736 1.980 0.000  C2 1.945, C4 1.948, P6 2.220, H10 1.467, H11 1.443
4 C -2.684 2.005 0.028  P3 1.948, C5 1.517, H12 1.181
5 C -3.324 0.769 -0.577  C4 1.517, H13 1.170, H14 1.194
6 P 1.477 1.871 -0.134  P3 2.220, O7 1.774, O8 1.775
7 O 2.069 3.051 -1.319  P6 1.774, H15 1.019
8 O 1.785 0.281 -0.863  P6 1.775, H16 1.019
9 H -0.285 -1.920 2.172  C1 1.190
10 H -0.860 1.925 -1.461  P3 1.467
11 H -0.659 3.289 0.603  P3 1.443
12 H -3.305 2.919 0.443  C4 1.181
13 H -3.966 0.009 0.040  C5 1.170
14 H -3.125 0.520 -1.728  C5 1.194
15 H 3.030 2.820 -1.573  O7 1.019
16 H 1.076 0.139 -1.581  O8 1.019
17 C 1.794 -3.549 0.580  O18 1.416, H19 1.093, H20 1.093, H21 1.093
18 O 2.053 -2.208 0.953  C17 1.416, H22 0.972
19 H 1.879 -4.187 1.463  C17 1.093
20 H 0.783 -3.626 0.173  C17 1.093
21 H 2.524 -3.868 -0.168  C17 1.093
22 H 1.971 -1.667 0.150  O18 0.972



The following is a DFT calculation (the ωB97M-V functional and the def2-TZVPD basis) of 2 unconnected molecules or ions with the total composition C10H18S.

Results
- Strongest force on any atom: 0.0133 Eh/bohr
- Total charge: 0
- Kohn-Sham gap (spin up / spin down): 6.9 / 6.9 eV
- ΔE to the lowest compared entry with this formula, charge and spin: 136.35 kcal/mol
- 2S+1: 1
- LUMO (spin up / spin down): 0.2 / 0.2 eV

Last columns: bonded neighbours and bond lengths (Å).
Element x y z (Å)
1 C -0.725 -0.151 -0.845  C6 1.519, C8 1.491, S11 1.762
2 C -0.263 2.547 1.256  C9 1.478, C10 1.476
3 C 0.931 -2.709 0.020  C4 1.527, C5 1.527, H12 1.092, H13 1.089
4 C -0.006 -2.650 -1.184  C3 1.527, C6 1.538, H14 1.092, H15 1.088
5 C 2.094 -1.819 -0.414  C3 1.527, C7 1.513, H16 1.092, H17 1.092
6 C 0.060 -1.182 -1.637  C1 1.519, C4 1.538, C7 1.527, H18 1.094
7 C 1.425 -0.686 -1.163  C5 1.513, C6 1.527, S11 1.872, H19 1.086
8 C -1.979 -0.504 -0.121  C1 1.491, H20 1.090, H21 1.086, H22 1.096
9 C 0.819 3.535 1.446  C2 1.478, H23 1.090, H24 1.098, H25 1.095
10 C -1.350 2.989 0.361  C2 1.476, H26 1.090, H27 1.098, H28 1.096
11 S 0.651 0.574 -0.015  C1 1.762, C7 1.872, H29 1.418
12 H 0.440 -2.284 0.898  C3 1.092
13 H 1.247 -3.722 0.263  C3 1.089
14 H 0.376 -3.292 -1.981  C4 1.092
15 H -1.021 -2.963 -0.952  C4 1.088
16 H 2.697 -1.458 0.422  C5 1.092
17 H 2.748 -2.365 -1.098  C5 1.092
18 H -0.134 -1.098 -2.710  C6 1.094
19 H 2.063 -0.180 -1.881  C7 1.086
20 H -2.763 -0.692 -0.855  C8 1.090
21 H -2.282 0.317 0.523  C8 1.086
22 H -1.889 -1.401 0.503  C8 1.096
23 H 1.786 3.051 1.578  C9 1.090
24 H 0.887 4.320 0.682  C9 1.098
25 H 0.575 4.018 2.398  C9 1.095
26 H -2.319 2.742 0.795  C10 1.090
27 H -1.264 2.368 -0.540  C10 1.098
28 H -1.330 4.045 0.070  C10 1.096
29 H 1.249 -0.003 1.133  S11 1.418



The following is a DFT calculation (the ωB97M-V functional and the def2-TZVPD basis) of C17H30N4O in the gas phase.

Results
- Strongest force on any atom: 0.0166 Eh/bohr
- Total charge: 0
- Kohn-Sham gap: 9.3 eV
- ΔE to the lowest compared entry with this formula, charge and spin: 38.22 kcal/mol
- 2S+1: 1
- SMILES: CC(C)=CCN1CCN(CCCn2cccn2)C[C@H]1CCO
- LUMO: 0.9 eV

Last columns: bonded neighbours and bond lengths (Å).
Element x y z (Å)
1 C -4.979 -1.209 -1.704  C2 1.501, H50 1.086, H51 1.088, H52 1.090
2 C -4.707 -1.493 -0.255  C1 1.501, C3 1.327, C46 1.501
3 C -3.927 -0.757 0.527  C2 1.327, C4 1.499, H45 1.082
4 C -3.161 0.479 0.163  C3 1.499, N5 1.452, H43 1.096, H44 1.101
5 N -1.810 0.389 0.688  C4 1.452, C6 1.449, C11 1.450
6 C -1.022 -0.639 0.038  N5 1.449, C7 1.523, H41 1.094, H42 1.101
7 C 0.297 -0.838 0.772  C6 1.523, N8 1.453, H39 1.092, H40 1.103
8 N 1.022 0.422 0.812  C7 1.453, C9 1.453, C22 1.458
9 C 0.228 1.404 1.532  N8 1.453, H10 1.092, C11 1.536, H21 1.105
10 H 0.784 2.343 1.579  C9 1.092
11 C -1.140 1.660 0.882  N5 1.450, C9 1.536, C12 1.554, H20 1.102
12 C -1.087 2.651 -0.313  C11 1.554, H13 1.093, H14 1.093, C15 1.532
13 H -0.550 3.537 0.035  C12 1.093
14 H -2.112 2.959 -0.537  C12 1.093
15 C -0.455 2.198 -1.633  C12 1.532, O16 1.398, H18 1.096, H19 1.101
16 O 0.900 1.868 -1.540  C15 1.398, H17 0.984
17 H 1.000 1.245 -0.785  O16 0.984
18 H -0.517 3.029 -2.345  C15 1.096
19 H -1.032 1.363 -2.058  C15 1.101
20 H -1.734 2.191 1.643  C11 1.102
21 H 0.051 1.059 2.566  C9 1.105
22 C 2.361 0.288 1.374  N8 1.458, C23 1.531, H37 1.092, H38 1.101
23 C 3.347 1.263 0.725  C22 1.531, H24 1.092, H25 1.089, C26 1.534
24 H 4.207 1.395 1.385  C23 1.092
25 H 2.874 2.233 0.577  C23 1.089
26 C 3.833 0.753 -0.638  C23 1.534, N27 1.437, H35 1.092, H36 1.090
27 N 4.612 -0.447 -0.506  C26 1.437, C28 1.347, N31 1.329
28 C 5.944 -0.545 -0.337  N27 1.347, C29 1.376, H34 1.072
29 C 6.236 -1.881 -0.192  C28 1.376, C30 1.400, H33 1.071
30 C 4.993 -2.519 -0.282  C29 1.400, N31 1.320, H32 1.072
31 N 4.026 -1.640 -0.468  N27 1.329, C30 1.320
32 H 4.770 -3.565 -0.221  C30 1.072
33 H 7.196 -2.332 -0.047  C29 1.071
34 H 6.578 0.320 -0.341  C28 1.072
35 H 4.450 1.516 -1.120  C26 1.092
36 H 2.976 0.536 -1.276  C26 1.090
37 H 2.710 -0.730 1.185  C22 1.092
38 H 2.344 0.442 2.464  C22 1.101
39 H 0.904 -1.574 0.241  C7 1.092
40 H 0.093 -1.210 1.790  C7 1.103
41 H -1.601 -1.566 0.079  C6 1.094
42 H -0.817 -0.422 -1.021  C6 1.101
43 H -3.643 1.338 0.643  C4 1.096
44 H -3.175 0.650 -0.924  C4 1.101
45 H -3.799 -1.043 1.563  C3 1.082
46 C -5.431 -2.694 0.280  C2 1.501, H47 1.090, H48 1.087, H49 1.090
47 H -5.091 -3.597 -0.229  C46 1.090
48 H -5.263 -2.814 1.347  C46 1.087
49 H -6.501 -2.597 0.102  C46 1.090
50 H -4.164 -0.663 -2.172  C1 1.086
51 H -5.129 -2.140 -2.247  C1 1.088
52 H -5.886 -0.613 -1.804  C1 1.090



Q: strongest force on any atom of number 3 (C10H18S)?
A: 0.0133 Eh/bohr



Q: Which value of 2S+1 does entry 2 give?
A: 1